Entry 1:
# C3H5DyO3

C3H5DyO3 as an isolated structure in a non-equilibrium geometry (ωB97M-V with the def2-TZVPD basis set, the OMol25 dataset).

HOMO level (alpha / beta)	-22.75 / -24.31	eV
molar mass	251.57	g mol⁻¹
frontier orbital gap (alpha / beta)	6.023 / 7.806	eV
total charge	+3
multiplicity	7
E_LUMO (alpha / beta)	-16.73 / -16.51	eV

Geometry (Å):
H: 0.358 1.513 -1.272
C: -0.811 1.143 -0.782
C: 0.059 0.004 -1.073
O: 0.971 -0.311 -0.159
C: 1.299 -1.616 0.127
O: 0.928 -1.679 1.374
H: -1.345 1.506 -1.680
H: -0.334 -0.841 -1.651
H: 1.241 -2.484 1.822
Dy: 0.280 0.411 2.481
O: -0.939 1.589 1.051
H: -1.707 0.765 -0.238

=====

Entry 2:
# C3H5EuO3

C3H5EuO3 as an isolated structure in a non-equilibrium geometry (ωB97M-V with the def2-TZVPD basis set, the OMol25 dataset).

HOMO level (alpha / beta)	-12.26 / -13.39	eV
molar mass	241.03	g mol⁻¹
frontier orbital gap (alpha / beta)	7.973 / 9.215	eV
total charge	+1
multiplicity	8
E_LUMO (alpha / beta)	-4.29 / -4.18	eV

Geometry (Å):
H: 4.051 -3.907 0.438
O: -0.754 -0.477 -0.514
C: 0.303 -0.017 0.061
C: -1.817 0.525 -0.549
O: 3.882 -3.075 0.876
O: 0.180 1.213 0.422
C: -1.151 1.727 0.112
Eu: 2.688 -1.410 0.239
H: -2.665 0.120 0.010
H: -2.083 0.681 -1.598
H: -1.612 2.032 1.055
H: -1.022 2.586 -0.552

=====

Entry 3:
# C3H5F

A 2-piece molecular cluster, C3H5F overall in a non-equilibrium geometry (ωB97M-V with the def2-TZVPD basis set, the OMol25 dataset).

HOMO level (alpha / beta)	-8.71 / -8.84	eV
molar mass	60.07	g mol⁻¹
frontier orbital gap (alpha / beta)	8.693 / 9.315	eV
multiplicity	1
E_LUMO (alpha / beta)	-0.01 / 0.47	eV

Geometry (Å):
C: 0.728 -0.284 0.216
C: 2.033 -0.277 0.100
C: -1.998 0.507 -0.473
F: -2.555 -0.250 0.569
H: -1.337 1.261 -0.060
H: 0.038 -0.486 0.948
H: 2.704 -0.105 -0.827
H: -2.273 0.396 -1.491
H: 2.660 -0.763 1.017

=====

Entry 4:
# C3H5F2NO

A 2-piece molecular cluster, C3H5F2NO overall in a non-equilibrium geometry (ωB97M-V with the def2-TZVPD basis set, the OMol25 dataset).

HOMO level	-9.65	eV
molar mass	109.07	g mol⁻¹
frontier orbital gap	10.449	eV
multiplicity	1
E_LUMO	0.80	eV
SMILES	C=C(F)F.C=NO

Geometry (Å):
C: 1.220 -1.344 0.858
C: 1.233 -0.413 -0.093
F: 1.946 0.745 0.136
F: 0.789 -0.361 -1.367
H: 0.925 -2.395 0.848
H: 1.628 -0.912 1.763
C: -0.952 1.299 0.106
N: -1.800 0.385 0.167
O: -2.349 -0.197 -0.963
H: -0.705 1.825 -0.757
H: -0.325 1.527 0.937
H: -1.612 -0.160 -1.634

=====

Entry 5:
# C3H5F2NS

The molecule C3H5F2NS in a non-equilibrium geometry (ωB97M-V with the def2-TZVPD basis set, the OMol25 dataset).

HOMO level	-9.21	eV
molar mass	125.14	g mol⁻¹
frontier orbital gap	9.113	eV
multiplicity	1
E_LUMO	-0.10	eV
SMILES	CC(F)(F)C(N)=S

Geometry (Å):
C: -1.085 0.071 1.386
C: 0.500 -0.042 0.544
F: 0.986 1.240 0.565
F: 1.348 -0.736 1.360
C: 0.275 -0.581 -0.824
N: 0.723 0.346 -1.817
S: -0.375 -2.005 -1.116
H: -1.008 0.136 2.457
H: -1.379 1.038 0.815
H: -1.748 -0.735 1.178
H: 0.928 1.333 -1.778
H: 0.837 -0.068 -2.770

=====

Entry 6:
# C3H5F2P

A 2-piece molecular cluster, C3H5F2P overall in a non-equilibrium geometry (ωB97M-V with the def2-TZVPD basis set, the OMol25 dataset).

HOMO level	-9.91	eV
molar mass	110.04	g mol⁻¹
frontier orbital gap	10.680	eV
multiplicity	1
E_LUMO	0.77	eV
SMILES	C#CC.FPF

Geometry (Å):
C: -1.438 -1.712 -0.317
C: -1.647 -0.551 0.056
C: -1.598 0.898 0.119
H: -1.520 -2.723 -0.628
H: -1.424 1.141 1.184
H: -0.960 1.214 -0.582
H: -2.678 1.138 0.013
F: 3.518 -0.879 0.801
P: 2.993 -0.025 -0.495
F: 3.115 1.511 0.037
H: 1.641 -0.013 -0.189

=====

Entry 7:
# C3H5F3P

An isolated ion of composition C3H5F3P and charge +1 in a non-equilibrium geometry (ωB97M-V with the def2-TZVPD basis set, the OMol25 dataset).

HOMO level	-15.80	eV
molar mass	129.04	g mol⁻¹
frontier orbital gap	9.990	eV
total charge	+1
multiplicity	1
E_LUMO	-5.81	eV

Geometry (Å):
C: -1.347 0.929 0.948
C: 1.048 0.129 -1.684
C: -1.484 0.911 2.221
F: -2.351 1.084 0.129
F: 0.903 -0.699 0.989
F: 1.261 1.602 0.677
P: 0.291 0.436 0.041
H: 0.496 0.679 -2.402
H: 2.034 0.451 -1.452
H: -2.400 1.185 2.648
H: -0.613 0.857 2.824
H: 0.944 -0.905 -1.703

=====

Entry 8:
# C3H5F7InOSi2

C3H5F7InOSi2 as an isolated structure in a non-equilibrium geometry (ωB97M-V with the def2-TZVPD basis set, the OMol25 dataset).

HOMO level	-22.42	eV
molar mass	361.05	g mol⁻¹
frontier orbital gap	3.115	eV
total charge	+3
multiplicity	1
E_LUMO	-19.31	eV

Geometry (Å):
F: 2.476 -0.183 1.649
C: 2.355 -0.392 0.277
F: 1.693 -1.608 0.084
F: 3.666 -0.562 -0.215
C: 1.727 0.843 -0.534
F: 2.730 1.663 -1.061
F: 1.028 0.338 -1.665
C: 0.707 1.783 0.315
F: 1.261 2.404 1.421
F: 0.313 2.824 -0.559
Si: -0.969 0.880 0.824
O: -1.968 0.513 -0.570
Si: -2.150 -1.231 -0.781
H: -0.762 -0.319 1.631
H: -1.739 1.892 1.599
H: -3.121 -1.815 0.185
H: -2.438 -1.588 -2.175
H: -0.845 -1.824 -0.451
In: -3.964 -3.618 0.028

=====

Among the records above, which one has the highest molar mass?
C3H5F7InOSi2

=====

Copy entry 6 word for word.
# C3H5F2P

A 2-piece molecular cluster, C3H5F2P overall in a non-equilibrium geometry (ωB97M-V with the def2-TZVPD basis set, the OMol25 dataset).

HOMO level	-9.91	eV
molar mass	110.04	g mol⁻¹
frontier orbital gap	10.680	eV
multiplicity	1
E_LUMO	0.77	eV
SMILES	C#CC.FPF

Geometry (Å):
C: -1.438 -1.712 -0.317
C: -1.647 -0.551 0.056
C: -1.598 0.898 0.119
H: -1.520 -2.723 -0.628
H: -1.424 1.141 1.184
H: -0.960 1.214 -0.582
H: -2.678 1.138 0.013
F: 3.518 -0.879 0.801
P: 2.993 -0.025 -0.495
F: 3.115 1.511 0.037
H: 1.641 -0.013 -0.189

=====

Which value of multiplicity does entry 1 give?
7